Here is the molecule C22H18N2O3S at a distorted geometry from OMol25. Energies are from ωB97M-V with the def2-TZVPD basis set.

Summary:
**SMILES**: O=C(O)c1cccc(NC(=S)NC(=O)C(c2ccccc2)c2ccccc2)c1
**Charge**: 0
**2S+1**: 1

Positions of all 46 atoms, in Å:
O -6.56490 -4.08574 -0.48152
C -5.57566 -3.52800 -0.07416
O -5.48238 -3.07009 1.18029
C -4.36073 -3.28062 -0.88560
C -4.32981 -3.76513 -2.19001
C -3.21007 -3.54645 -2.97219
C -2.13490 -2.84665 -2.46015
C -2.16437 -2.34855 -1.15343
N -1.04263 -1.63329 -0.74590
C -0.78562 -0.93417 0.36908
S -1.66806 -0.82191 1.75460
N 0.39038 -0.18544 0.34222
C 1.24251 0.02818 -0.70174
O 1.19307 -0.59568 -1.74536
C 2.20895 1.18070 -0.47778
C 3.24649 0.94561 0.59526
C 4.13317 1.98081 0.87710
C 5.11141 1.82719 1.84020
C 5.22039 0.63280 2.53373
C 4.34904 -0.40354 2.25288
C 3.36630 -0.25094 1.28793
C 1.33735 2.39142 -0.20170
C 0.73438 3.04891 -1.26655
C -0.13806 4.09798 -1.04080
C -0.41458 4.50388 0.25385
C 0.18733 3.85774 1.31947
C 1.05308 2.80148 1.09553
C -3.28348 -2.57463 -0.36094
H -6.30112 -3.25888 1.66481
H -5.18566 -4.30414 -2.56530
H -3.17636 -3.91658 -3.98569
H -1.26033 -2.67151 -3.07092
H -0.31378 -1.53747 -1.46346
H 0.52286 0.37181 1.17964
H 2.73160 1.32502 -1.43135
H 4.04628 2.91264 0.33666
H 5.79034 2.64025 2.04982
H 5.98365 0.51001 3.28714
H 4.42965 -1.33850 2.78677
H 2.70417 -1.07774 1.07570
H 0.94751 2.73063 -2.27698
H -0.60560 4.59394 -1.87835
H -1.09848 5.31951 0.43159
H -0.02251 4.17027 2.33096
H 1.52249 2.30882 1.93634
H -3.33334 -2.20395 0.64832

Here are the natural (NBO) charges for atoms 1 to 4, given in e: atom 1 (O): -0.59, atom 2 (C): 0.78, atom 3 (O): -0.68, atom 4 (C): -0.16



Here is a cluster of 2 separate species, C5H11O3 in total at a distorted geometry from OMol25. Energies are from ωB97M-V with the def2-TZVPD basis set.

Summary:
**Charge**: -1
**2S+1**: 1

Positions of all 19 atoms, in Å:
C 0.12951 -1.82800 -0.67035
O -0.19957 -1.33842 -1.87415
C -0.86529 -1.66754 0.49332
C -0.98023 -0.25913 1.06469
C -0.84575 0.77692 0.02365
C -0.25717 1.97689 0.25512
O 0.16365 2.84188 -0.54014
H 0.31252 -2.83439 -0.77175
H 1.07206 -1.30272 -0.23468
H -0.58636 -2.42352 1.21618
H -1.83213 -1.96668 0.19199
H -1.85250 0.03617 1.70663
H -0.02264 -0.27547 1.71889
H -1.39831 0.69703 -0.98079
H -0.64276 -0.29638 -1.87521
H 0.08853 2.41833 1.27230
H 2.49045 1.08479 -0.54818
H 2.26888 2.48356 -0.05031
O 2.95710 1.87669 -0.39722

Here are the natural (NBO) charges for atoms 1 to 4, given in e: atom 1 (C): -0.02, atom 2 (O): -0.77, atom 3 (C): -0.41, atom 4 (C): -0.41



Here is a structure of composition C8H16Br12O2 at a distorted geometry from OMol25. Energies are from ωB97M-V with the def2-TZVPD basis set.

Summary:
**Charge**: 0
**2S+1**: 1

Positions of all 38 atoms, in Å:
C -0.53452 2.58667 -3.39888
Br -2.33839 3.19716 -3.89855
Br 0.64050 4.05675 -3.56723
Br 0.09040 1.14083 -4.60193
H -0.69740 2.26067 -2.41084
C -2.53488 -1.31959 -1.64040
Br -3.94406 -0.32595 -2.45505
Br -1.60147 -2.36506 -2.98397
Br -3.18130 -2.50360 -0.18291
H -1.87358 -0.59876 -1.24610
C -1.90542 2.13779 0.95782
Br -3.85865 1.81018 1.03600
Br -1.22588 2.57709 2.71063
Br -1.45294 3.60250 -0.20667
H -1.44652 1.27694 0.55539
C 5.85351 -0.57967 0.83229
Br 4.71679 -2.13491 0.47689
Br 7.60782 -0.91967 0.09193
Br 5.88505 -0.24702 2.68746
H 5.38285 0.23415 0.34026
C -2.32465 -1.56595 3.95997
C -1.69447 -1.25499 2.60039
O -0.42372 -0.68735 2.74273
H -3.33932 -1.99509 3.78542
H -2.48725 -0.71814 4.55028
H -1.78247 -2.32429 4.59191
H -2.33128 -0.52323 2.03112
H -1.59137 -2.19006 2.02808
H -0.47661 0.15797 3.20756
C 1.84691 -0.80859 -1.99860
C 1.38492 0.33912 -1.18521
O 0.06193 0.06791 -0.63184
H 2.93676 -0.63759 -2.19062
H 1.33187 -0.97543 -2.91196
H 1.76808 -1.72379 -1.41714
H 1.20925 1.23995 -1.79373
H 2.18279 0.49545 -0.38453
H 0.14669 -0.78241 -0.07996

Here are the natural (NBO) charges for atoms 1 to 4, given in e: atom 1 (C): -0.47, atom 2 (Br): 0.06, atom 3 (Br): 0.12, atom 4 (Br): 0.07



Here is the molecule C3H9N3O at a distorted geometry from OMol25. Energies are from ωB97M-V with the def2-TZVPD basis set.

Summary:
**SMILES**: CCC(=O)N(N)N
**Charge**: 0
**2S+1**: 1

Positions of all 16 atoms, in Å:
C 2.47200 0.39887 -0.03664
C 0.92820 0.71767 0.08684
C 0.15363 -0.53115 -0.14672
O 0.54854 -1.64390 -0.39346
N -1.24043 -0.30472 0.09278
N -2.15082 -1.38577 0.05893
N -1.80437 0.96671 0.04628
H 2.76066 -0.33570 0.71072
H 3.04073 1.31271 0.11469
H 2.69304 -0.00335 -1.02185
H 0.71624 1.11113 1.08058
H 0.64800 1.45880 -0.66149
H -1.91691 -2.04201 0.80232
H -2.05576 -1.89265 -0.82143
H -2.39904 1.06064 -0.77822
H -2.39372 1.11270 0.86667

Here are the natural (NBO) charges for atoms 1 to 4, given in e: atom 1 (C): -0.60, atom 2 (C): -0.50, atom 3 (C): 0.67, atom 4 (O): -0.60



Asked for E_LUMO across the records above, the calculation gives 0.17; 3.90; -0.24; 0.89 eV in order.